1.
# C13H34Be2F6N3O6P

A structure of composition C13H34Be2F6N3O6P at a distorted geometry (ωB97M-V/def2-TZVPD, the OMol25 dataset).

Positions of all 65 atoms, in Å:
Be -1.329 -3.728 3.229
Be -5.215 -0.254 2.339
P -1.779 -2.637 6.467
F -0.193 -2.892 6.681
F -1.608 -1.223 7.279
F -1.515 -1.905 5.059
F -3.362 -2.437 6.277
F -1.777 -4.040 5.650
F -1.955 -3.451 7.844
O -0.942 -0.226 0.812
C -2.069 -0.704 1.282
O -3.158 -0.202 0.906
O -2.094 -1.477 2.235
H -1.256 0.429 0.185
C -3.501 -1.649 -2.749
C -3.176 -0.199 -3.308
C -2.694 -0.244 -4.797
O -1.447 -0.913 -4.882
C -0.910 -0.886 -6.181
N -4.447 0.550 -3.250
H -4.391 -2.137 -3.146
H -3.682 -1.595 -1.675
H -2.663 -2.324 -2.918
H -2.451 0.270 -2.643
H -2.703 0.735 -5.276
H -3.478 -0.797 -5.315
H -1.624 -0.674 -6.976
H -0.438 -1.857 -6.330
H -0.199 -0.059 -6.163
H -4.710 0.702 -2.286
H -4.176 1.425 -3.674
C 5.734 0.532 4.224
C 5.171 0.555 2.767
C 3.781 1.103 2.548
O 2.868 0.360 3.423
C 1.479 0.701 3.223
N 6.214 1.261 2.058
H 5.961 1.517 4.631
H 6.590 -0.126 4.373
H 5.012 0.076 4.902
H 5.236 -0.446 2.342
H 3.548 0.967 1.492
H 3.736 2.158 2.818
H 0.865 0.256 4.006
H 1.172 0.265 2.273
H 1.409 1.788 3.253
H 5.965 2.240 2.069
H 6.296 1.004 1.085
C 1.834 0.437 -1.309
C 0.681 0.265 -2.286
C -0.073 1.618 -2.557
O -0.881 1.938 -1.440
C -1.834 3.006 -1.621
N 1.336 -0.231 -3.467
H 2.434 1.291 -1.623
H 2.525 -0.406 -1.305
H 1.535 0.559 -0.268
H 0.039 -0.482 -1.821
H -0.677 1.690 -3.461
H 0.620 2.442 -2.726
H -2.177 3.296 -0.628
H -2.686 2.492 -2.066
H -1.386 3.872 -2.109
H 1.979 -1.005 -3.380
H 0.635 -0.593 -4.098

The net charge is +2. The calculation puts the LUMO energy at -12.2 eV.

***

2.
# C13H34Cl4F9N4O7S

A cluster of 9 separate species, C13H34Cl4F9N4O7S in total at a distorted geometry (ωB97M-V/def2-TZVPD, the OMol25 dataset).

Positions of all 72 atoms, in Å:
N 1.779 -0.541 -4.725
H 0.835 -0.889 -4.561
H 2.036 -0.015 -3.876
H 1.706 0.131 -5.488
H 2.405 -1.329 -4.913
N -0.369 5.426 -1.977
H -0.372 5.490 -2.989
H 0.229 6.148 -1.563
H -0.104 4.470 -1.610
H -1.279 5.633 -1.555
N -1.068 1.833 -4.600
H -1.514 1.097 -5.153
H -0.404 1.438 -3.866
H -1.869 2.328 -4.195
H -0.702 2.541 -5.244
N -2.968 -0.296 -1.634
H -3.861 -0.692 -1.320
H -3.004 0.719 -1.659
H -2.834 -0.742 -2.541
H -2.132 -0.484 -1.072
C 2.061 1.177 -0.314
F 3.086 1.711 -0.950
F 2.270 -0.140 -0.291
F 1.883 1.642 0.896
S 0.479 1.496 -1.271
O 0.733 1.042 -2.682
O -0.543 0.710 -0.595
O 0.216 2.934 -1.242
C 1.143 -3.698 -0.090
C 0.080 -3.489 0.953
O -1.210 -3.945 0.486
C -2.253 -3.887 1.296
O -2.250 -3.467 2.417
C -3.561 -4.390 0.657
F -4.002 -5.378 1.430
F -4.448 -3.372 0.747
F -3.489 -4.774 -0.612
H 1.677 -4.636 0.020
H 1.848 -2.868 -0.112
H 0.692 -3.685 -1.090
H 0.012 -2.446 1.246
H 0.306 -4.146 1.794
C 0.036 0.376 3.849
C -0.869 -0.139 2.740
O -2.235 0.109 3.070
C -3.161 -0.156 2.191
O -2.963 -0.509 1.048
C -4.577 -0.121 2.809
F -4.554 -0.780 3.965
F -4.934 1.137 3.058
F -5.485 -0.743 2.069
H 0.918 0.935 3.535
H 0.365 -0.436 4.495
H -0.482 1.092 4.489
H -0.653 -1.197 2.629
H -0.659 0.456 1.851
Cl 4.383 -3.971 0.900
C 5.445 -2.799 0.119
C 5.810 -3.215 -1.293
Cl 6.583 -4.798 -1.474
H 6.300 -2.678 0.780
H 4.932 -1.840 0.034
H 6.450 -2.443 -1.721
H 4.894 -3.163 -1.885
Cl 1.115 5.251 1.128
C 0.458 4.169 2.406
C 0.310 4.922 3.712
Cl -0.405 3.826 4.914
H 1.123 3.330 2.602
H -0.486 3.729 2.085
H -0.222 5.869 3.684
H 1.321 5.130 4.060

The net charge is +3. The calculation puts the LUMO energy at -10.1 eV. The energy above the lowest of the compared OMol25 structures with the same formula, charge and spin comes out at 10.2 kcal per mole.

***

3.
# C13H34ClN2O5

A cluster of 4 separate species, C13H34ClN2O5 in total at a distorted geometry (ωB97M-V/def2-TZVPD, the OMol25 dataset).

Positions of all 55 atoms, in Å:
Cl 2.393 -4.877 -0.895
C -1.455 4.019 5.896
O -2.328 3.212 5.107
C -3.682 3.349 5.318
C -4.382 2.159 4.573
N -4.097 2.127 3.133
C -4.480 0.911 2.387
C -3.704 -0.362 2.733
O -2.427 -0.278 2.075
C -1.635 -1.504 2.175
H -0.410 3.711 5.856
H -1.655 3.857 6.955
H -1.571 5.059 5.591
H -3.976 4.353 5.011
H -3.917 3.144 6.362
H -5.429 2.366 4.791
H -4.179 1.214 5.076
H -3.097 2.268 3.170
H -4.444 1.074 1.310
H -5.560 0.821 2.509
H -4.260 -1.226 2.369
H -3.710 -0.521 3.811
H -0.634 -1.370 1.764
H -2.028 -2.283 1.522
H -1.570 -1.852 3.206
C 5.697 0.798 -3.546
O 4.289 0.555 -3.170
C 3.305 0.975 -4.116
C 1.884 0.998 -3.534
N 1.358 -0.390 -3.283
C 0.026 -0.378 -2.694
C -1.106 -0.031 -3.693
O -1.139 -0.915 -4.814
C -2.194 -0.566 -5.788
H 6.478 0.116 -3.209
H 5.928 1.850 -3.379
H 5.684 0.630 -4.623
H 3.300 0.309 -4.979
H 3.491 1.982 -4.491
H 1.342 1.611 -4.254
H 1.824 1.568 -2.607
H 1.975 -0.900 -2.667
H -0.091 0.330 -1.874
H -0.199 -1.352 -2.258
H -0.988 0.975 -4.096
H -2.069 -0.097 -3.186
H -1.955 -1.205 -6.639
H -2.159 0.493 -6.046
H -3.154 -0.794 -5.325
C 7.146 -5.914 0.373
O 6.087 -6.820 0.505
H 8.153 -6.310 0.502
H 7.055 -5.371 -0.568
H 6.986 -5.214 1.193
H 5.279 -6.304 0.458

The net charge is -1. The calculation puts the LUMO energy at 2.3 eV. The energy above the lowest of the compared OMol25 structures with the same formula, charge and spin comes out at 37.8 kcal per mole.

***

4.
# C13H34FFeO5

A structure of composition C13H34FFeO5 at a distorted geometry (ωB97M-V/def2-TZVPD, the OMol25 dataset).

Positions of all 54 atoms, in Å:
Fe -0.377 0.377 -0.264
C 1.064 0.812 3.724
C -0.295 1.304 3.081
O -0.321 0.909 1.734
H 1.944 1.377 3.415
H 1.296 -0.239 3.549
H 0.946 1.013 4.789
H -0.298 2.393 3.115
H -1.162 0.922 3.620
C -0.493 -1.531 -4.430
C -0.491 -0.319 -3.508
O -0.381 -0.556 -2.140
H -0.398 -1.232 -5.474
H -1.431 -2.084 -4.391
H 0.343 -2.191 -4.197
H -1.424 0.188 -3.755
H 0.256 0.418 -3.802
F -0.805 2.185 -0.924
C 0.775 -2.377 2.525
C 1.382 -1.824 1.269
C 2.388 -2.721 0.543
O 0.307 -1.569 0.377
H 1.508 -2.360 3.331
H 0.380 -3.386 2.403
H -0.092 -1.821 2.881
H 1.885 -0.877 1.464
H 2.688 -2.300 -0.416
H 1.930 -3.710 0.522
H 3.312 -2.678 1.120
H -0.075 -2.449 0.337
C -4.201 -1.060 -1.259
C -3.444 0.171 -0.775
C -4.317 1.032 0.138
O -2.329 -0.247 0.026
H -5.107 -0.781 -1.798
H -4.622 -1.528 -0.369
H -3.597 -1.677 -1.923
H -3.225 0.792 -1.645
H -3.797 1.741 0.782
H -4.877 0.435 0.858
H -5.074 1.642 -0.357
H -2.669 -0.882 0.661
C 3.387 1.781 0.693
C 2.273 2.074 -0.212
C 2.566 2.857 -1.468
O 1.700 0.824 -0.535
H 4.116 1.178 0.151
H 3.086 1.201 1.566
H 3.894 2.642 1.129
H 1.547 2.658 0.354
H 1.666 2.878 -2.082
H 3.335 2.327 -2.031
H 2.980 3.849 -1.290
H 2.349 0.417 -1.115

The net charge is 0. As for the expectation value of S²: 8.76. The calculation puts the LUMO energy (spin up / spin down) at 0.4 / -0.4 eV. The energy above the lowest of the compared OMol25 structures with the same formula, charge and spin comes out at 5.5 kcal per mole. As for the spin multiplicity: 6.